Computed, not measured: an isolated ion of composition C3H6NO3 and charge +1 in a non-equilibrium geometry, with the ωB97M-V functional and the def2-TZVPD basis.

Computed properties:
- HOMO energy (eV) = -15.642
- total charge = +1
- relative energy (zero: lowest compared OMol25 entry of this formula, charge and spin) (kcal/mol) = 104.17
- lowest unoccupied orbital energy (hartree) = -0.128

```
13
Properties=species:S:1:pos:R:3:forces:R:3:nbo_charge:R:1
O 0.479 -1.875 0.724 0.38 -0.96 0.32 -0.512
C -0.547 -1.737 0.181 2.10 4.60 -0.72 1.040
O -1.707 -2.156 0.235 -2.67 -2.84 -1.74 -0.590
O -0.739 -0.367 -0.662 1.00 -1.29 0.07 -0.619
C 0.300 0.509 -0.785 -0.73 2.91 -0.39 0.281
C 0.024 1.874 0.090 1.79 -3.08 -0.63 -0.229
N 1.084 0.677 0.371 0.29 -0.20 3.32 -0.618
H -1.976 -2.299 -0.726 -0.56 0.33 1.41 0.552
H 0.876 0.652 -1.608 0.88 -0.25 -3.07 0.212
H 0.283 3.007 0.143 -0.24 -2.56 -0.50 0.315
H -0.772 1.296 0.493 -1.53 1.88 1.55 0.238
H 2.077 0.509 0.708 -0.94 1.09 -1.66 0.488
H 0.619 -0.092 0.837 0.23 0.36 2.05 0.442
```
Positions in Å, forces in eV/Å.

***

Computed, not measured: an isolated ion of composition C11H12NO and charge +1 in a non-equilibrium geometry, with the ωB97M-V functional and the def2-TZVPD basis.

Computed properties:
- HOMO energy (eV) = -12.014
- total charge = +1
- relative energy (zero: lowest compared OMol25 entry of this formula, charge and spin) (kcal/mol) = 165.44
- lowest unoccupied orbital energy (hartree) = -0.158

```
25
Properties=species:S:1:pos:R:3:forces:R:3:nbo_charge:R:1
C -1.152 2.509 -1.450 -0.35 -0.40 -1.04 -0.412
N -0.469 1.520 -0.500 -2.20 3.06 -0.26 -0.404
C 0.817 1.153 -1.051 2.82 -0.22 -0.50 -0.092
C 1.468 0.059 -0.635 -2.64 -0.39 1.15 -0.133
C 0.771 -0.845 0.336 1.44 0.20 0.57 0.021
C 1.625 -1.924 1.114 -3.34 0.70 -2.42 -0.088
O 2.950 -1.592 1.082 0.82 -0.06 0.39 -0.703
C -0.560 -0.724 0.525 -0.27 1.30 -1.77 -0.063
C -1.327 -1.505 1.440 -0.10 -1.49 1.25 -0.183
C -2.643 -1.413 1.743 0.63 -0.13 0.44 -0.230
C -3.182 -0.342 1.017 0.78 2.39 -3.00 0.111
C -2.693 0.424 0.172 -0.24 -0.59 1.66 -0.086
C -1.333 0.328 -0.447 -0.86 -3.04 1.13 -0.114
H -0.353 3.096 -1.836 0.34 1.06 0.01 0.228
H -1.534 1.986 -2.351 0.10 -0.08 0.80 0.239
H -1.975 3.089 -0.999 0.63 -0.45 0.16 0.256
H -0.467 2.153 0.430 0.39 -2.41 -1.80 0.474
H 1.390 1.810 -1.751 -1.30 -0.06 0.79 0.257
H 2.439 -0.174 -0.990 0.68 -0.14 -0.24 0.265
H 1.356 -2.771 0.354 0.63 0.33 2.10 0.193
H 1.141 -1.919 2.127 0.83 -0.83 -0.79 0.195
H 3.411 -2.262 1.603 0.29 0.20 -0.14 0.495
H -0.783 -2.273 1.981 -0.05 -0.02 -0.12 0.237
H -3.138 -2.022 2.471 -0.11 -0.22 0.13 0.255
H -1.511 -0.161 -1.495 1.07 1.27 1.49 0.281
```
Positions in Å, forces in eV/Å.

***

Computed, not measured: C34H58HgO42PS7 as an isolated structure in a non-equilibrium geometry, with the ωB97M-V functional and the def2-TZVPD basis.

Computed properties:
- HOMO energy (eV) = -6.184
- total charge = -1
- lowest unoccupied orbital energy (hartree) = 0.042

```
143
Properties=species:S:1:pos:R:3:forces:R:3:mulliken_charge:R:1
Hg 5.986 -35.732 19.823 -0.92 -2.66 0.58 3.662
P 6.981 -33.638 19.012 1.67 0.42 -0.55 0.157
O 6.517 -33.799 20.538 1.26 2.86 0.58 -0.609
O 5.690 -34.148 18.337 -1.66 1.85 -2.10 -0.959
O 7.898 -34.896 18.792 1.39 1.00 -0.45 -0.643
O 7.606 -32.283 18.528 -1.32 -1.83 0.75 -0.181
C 5.111 -32.983 14.723 -0.03 0.27 0.62 -0.006
C 5.344 -34.360 15.427 0.66 3.86 0.02 0.688
O 5.212 -35.272 14.411 -0.45 -2.01 -2.13 -0.355
S 5.197 -34.674 12.885 1.76 -0.84 -0.13 1.037
O 3.860 -34.800 12.390 0.57 0.46 0.36 -0.571
O 6.283 -35.211 12.057 -2.12 1.23 2.09 -0.543
O 5.595 -33.190 13.379 -0.80 -0.36 -0.49 -0.348
H 5.663 -32.145 15.147 0.59 -0.40 -0.04 0.078
H 4.093 -32.605 14.822 -0.44 -0.51 -0.87 0.315
H 4.626 -34.394 16.246 0.39 -0.90 -0.03 -0.023
H 6.384 -34.251 15.734 -0.12 -0.92 0.67 -0.349
C 6.536 -29.188 18.030 0.79 1.04 -0.32 0.405
C 6.756 -27.921 17.161 0.05 -1.34 -0.10 -0.321
O 5.984 -26.851 17.704 -0.64 -0.37 1.20 -0.424
S 5.324 -27.299 19.185 -1.76 1.89 0.83 1.130
O 3.902 -26.881 19.377 3.96 -1.54 -1.38 -0.572
O 6.224 -26.814 20.239 -1.11 -1.78 -2.24 -0.579
O 5.356 -28.884 18.788 0.57 0.72 1.08 -0.059
H 7.461 -29.328 18.588 -0.53 -0.11 0.83 -0.199
H 6.442 -30.087 17.420 -0.66 0.05 0.32 -0.124
H 6.437 -28.232 16.165 -0.26 0.96 -0.19 0.309
H 7.829 -27.729 17.161 -0.17 0.59 -0.07 0.372
C 9.556 -33.411 15.959 -1.01 -0.76 0.69 0.756
C 8.867 -32.063 15.699 1.71 0.24 -0.08 1.083
O 9.135 -31.829 14.297 1.05 -1.07 -0.70 -0.475
S 10.640 -32.426 13.934 0.45 1.50 -0.79 1.090
O 11.654 -31.392 14.151 -1.79 -1.78 -0.14 -0.597
O 10.559 -33.036 12.623 0.03 0.48 2.16 -0.556
O 10.750 -33.490 15.165 -0.23 1.37 -1.21 -0.266
H 8.953 -34.269 15.658 -0.38 0.19 -0.05 -0.241
H 9.813 -33.583 17.004 -0.02 0.40 -0.05 -0.580
H 9.436 -31.263 16.173 -0.21 -0.06 0.69 0.438
H 7.812 -31.962 15.953 0.21 -0.44 -0.24 -0.695
C 4.230 -31.637 19.312 -0.59 0.46 1.94 1.567
C 3.358 -32.866 19.455 1.21 -0.35 -1.65 0.655
O 2.018 -32.403 19.691 -0.82 0.31 1.40 -0.440
S 1.972 -30.794 20.099 1.49 -1.77 -1.26 0.997
O 2.363 -30.685 21.500 -0.75 0.34 -2.13 -0.506
O 0.761 -30.180 19.557 2.77 -1.21 1.15 -0.594
O 3.299 -30.578 19.103 -2.38 2.00 -0.25 -0.403
H 5.048 -31.749 18.601 -0.45 0.43 -0.23 -0.315
H 4.591 -31.325 20.292 0.97 -0.78 0.05 -0.601
H 3.962 -33.545 20.058 -1.08 -0.03 1.47 -0.320
H 3.370 -33.458 18.540 -0.52 0.40 -0.41 -0.273
C 8.608 -31.098 20.811 2.60 0.19 -0.61 1.265
C 9.950 -31.266 20.085 -2.12 -0.13 -1.83 -0.232
O 10.870 -31.435 21.060 2.78 -0.28 2.71 -0.360
S 10.700 -30.312 22.238 -1.10 -2.67 -0.44 1.037
O 11.434 -29.148 21.858 -0.77 -0.19 0.54 -0.568
O 10.989 -30.988 23.515 -1.06 1.65 -2.64 -0.548
O 9.066 -30.171 21.862 0.91 0.76 1.33 -0.419
H 8.274 -32.024 21.279 -0.48 0.22 -0.26 0.062
H 8.030 -30.667 19.993 -0.96 0.19 1.19 -0.910
H 10.154 -30.357 19.520 0.01 0.23 -0.15 0.471
H 9.926 -32.092 19.374 0.12 -0.17 0.33 -0.055
C 5.651 -31.118 23.128 -0.23 0.46 -0.34 0.741
C 5.196 -32.542 23.573 1.54 0.26 -3.86 0.462
O 4.802 -32.371 24.817 -1.09 0.15 7.03 -0.444
S 5.702 -31.260 25.691 -1.59 1.71 -1.49 0.981
O 7.026 -31.776 25.859 -0.29 0.02 0.08 -0.498
O 5.037 -30.637 26.873 1.34 -2.04 -4.04 -0.598
O 5.661 -30.315 24.299 0.19 0.28 3.56 -0.517
H 4.914 -30.586 22.526 0.24 -0.36 -0.50 -0.192
H 6.678 -31.048 22.769 -0.32 -0.43 -0.55 -0.041
H 6.047 -33.202 23.406 0.11 -0.36 0.37 -0.253
H 4.336 -32.989 23.074 0.13 0.41 -0.55 0.326
C 9.608 -37.115 16.976 -0.67 3.68 0.66 0.949
C 10.867 -36.392 17.619 -0.63 -3.14 -2.27 -0.185
O 11.936 -36.780 16.653 -1.14 -0.69 0.06 -0.503
S 11.620 -38.254 15.951 2.48 0.68 1.55 1.124
O 12.317 -39.264 16.802 -2.49 2.06 -2.21 -0.580
O 12.013 -38.124 14.554 -1.43 -0.61 2.35 -0.538
O 9.972 -38.217 16.232 2.81 -2.03 -0.85 -0.358
H 9.130 -36.422 16.283 -0.18 0.08 0.10 0.171
H 8.899 -37.305 17.782 -0.08 -0.48 -0.22 -0.792
H 10.969 -37.019 18.504 0.87 1.02 0.62 0.524
H 10.763 -35.307 17.653 0.24 -0.47 0.36 0.159
O 4.200 -36.932 18.825 -2.49 -0.94 -0.34 -0.638
C 2.998 -37.174 18.870 1.60 2.05 -0.40 0.037
O 2.416 -37.717 19.919 0.56 -1.75 1.33 -0.055
C 1.025 -37.912 19.731 -1.04 1.15 1.36 -0.610
C 0.744 -37.573 18.329 -0.91 -0.05 -1.36 -0.481
C 1.916 -36.812 17.868 2.24 0.63 -1.22 -0.357
H 0.529 -37.177 20.365 0.05 -0.13 0.39 0.336
H 0.574 -38.882 19.939 1.02 -0.28 0.56 0.325
H -0.094 -36.876 18.318 -0.59 -0.91 -0.59 0.264
H 0.690 -38.530 17.810 -0.78 0.39 -0.58 0.253
H 1.734 -35.745 17.738 0.23 0.23 0.85 0.167
H 2.363 -37.009 16.894 -0.39 -0.64 -0.22 0.413
O 7.637 -36.237 21.656 -1.51 -1.47 -0.03 0.037
C 8.655 -35.666 21.899 -1.30 -1.05 -0.59 -0.303
O 9.088 -35.630 23.114 0.23 0.75 3.55 -0.362
C 10.156 -34.679 23.186 1.52 0.02 0.56 -0.571
C 10.811 -34.983 21.823 0.85 1.45 1.41 -0.292
C 9.576 -35.060 20.999 0.82 0.34 -1.96 1.725
H 10.781 -34.848 24.063 0.15 -0.99 -0.14 0.436
H 9.860 -33.667 23.465 -0.83 0.27 -1.07 0.104
H 11.296 -35.938 22.027 0.15 -0.14 -0.65 0.332
H 11.530 -34.227 21.509 0.03 -0.13 0.01 0.333
H 9.568 -35.636 20.073 0.16 0.37 0.00 -0.713
H 9.131 -34.089 20.778 0.28 0.19 -0.31 -0.992
O 6.901 -37.777 19.142 2.14 -5.65 3.65 -0.540
C 7.325 -38.769 19.880 -2.48 3.83 -3.24 0.302
O 6.481 -39.641 20.528 0.93 1.35 -1.19 -0.317
C 7.262 -40.688 21.124 -0.44 -0.32 0.59 -0.619
C 8.629 -40.632 20.408 -1.60 -1.57 1.48 -0.725
C 8.750 -39.185 20.098 0.12 -0.11 0.00 0.220
H 6.716 -41.628 21.036 0.05 -0.03 -0.74 0.440
H 7.223 -40.571 22.207 0.63 0.66 0.19 0.235
H 8.434 -41.300 19.569 1.01 0.12 -0.27 0.331
H 9.373 -40.947 21.138 0.26 -0.46 -0.64 0.359
H 9.466 -39.022 19.292 -0.34 0.60 0.07 0.075
H 9.068 -38.772 21.055 0.19 0.82 -0.22 0.042
O 4.258 -35.676 27.286 0.66 -0.02 -0.79 -0.746
C 5.270 -35.521 26.589 -3.95 3.90 9.96 0.582
O 5.392 -36.034 25.521 0.20 -4.22 -7.80 -0.291
C 6.722 -36.029 25.011 -0.34 1.01 -0.20 0.582
C 7.415 -35.203 26.092 3.41 0.81 -0.16 -0.321
C 6.419 -34.666 27.064 -1.40 -0.70 -0.53 -0.132
H 6.687 -35.522 24.047 0.14 -0.14 0.00 -0.700
H 6.978 -37.075 24.839 0.50 0.16 0.31 0.395
H 7.883 -34.318 25.661 0.38 -0.29 -0.40 0.053
H 8.213 -35.755 26.589 0.01 -0.13 -0.06 0.394
H 6.167 -33.622 26.878 0.07 -0.23 -0.01 -0.305
H 6.524 -34.775 28.144 0.40 -0.28 -0.27 0.337
O 4.692 -36.383 21.664 -1.60 -1.10 2.13 -0.817
C 4.318 -37.173 22.542 0.63 3.32 -1.68 -0.323
O 3.462 -36.853 23.495 -1.35 1.71 -0.85 -0.399
C 3.209 -37.888 24.415 -0.02 0.46 2.36 -0.225
C 3.959 -39.036 23.952 2.51 -2.38 -2.51 -0.970
C 4.830 -38.470 22.762 0.25 -3.30 0.91 0.693
H 2.163 -38.093 24.641 -0.17 0.48 -0.66 0.458
H 3.662 -37.587 25.360 -0.34 0.41 0.07 0.052
H 3.432 -39.833 23.427 -0.66 -0.03 0.67 0.294
H 4.643 -39.506 24.659 -0.39 0.09 0.33 0.318
H 4.647 -39.116 21.903 0.43 0.35 -0.16 0.417
H 5.901 -38.418 22.959 0.02 0.03 -0.09 -0.226
```
Positions in Å, forces in eV/Å.

***

Computed, not measured: C12H15CeClN2O2S as an isolated structure in a non-equilibrium geometry, with the ωB97M-V functional and the def2-TZVPD basis.

Computed properties:
- HOMO energy (spin up / spin down) (eV) = -15.146 / -15.151
- total charge = +2
- relative energy (zero: lowest compared OMol25 entry of this formula, charge and spin) (kcal/mol) = 14.09
- lowest unoccupied orbital energy (spin up / spin down) (hartree) = -0.373 / -0.373

```
34
Properties=species:S:1:pos:R:3:forces:R:3:nbo_charge:R:1
Cl -0.526 -3.569 -2.827 0.36 1.06 0.94 -0.396
C 3.282 -0.978 -0.513 0.21 0.36 -0.50 -0.302
C 3.227 0.397 -0.939 0.23 -0.67 -0.15 -0.251
C 2.787 0.422 -2.307 0.63 -1.04 0.42 -0.348
H 3.397 1.270 -0.292 0.04 -0.51 -0.39 0.292
C 2.582 -0.936 -2.740 1.12 0.20 0.35 -0.049
C 2.864 -1.801 -1.616 0.59 1.30 -0.19 -0.327
H 2.632 -2.861 -1.600 0.25 -0.08 -0.02 0.304
H 3.504 -1.318 0.510 -0.03 0.17 -0.64 0.299
H 2.620 1.301 -2.927 0.05 -0.12 0.15 0.289
C 2.054 -1.370 -4.065 -0.74 -0.28 -0.39 -0.679
Ce 0.880 -0.530 -0.992 -4.09 -1.15 1.64 1.513
C -1.087 1.613 -1.773 -2.73 3.11 -0.98 0.545
O -1.840 2.448 -2.022 2.88 -3.23 0.98 -0.331
C -1.140 -2.692 -0.675 -0.84 -0.32 1.55 0.484
O -1.891 -3.268 -0.017 1.67 1.14 -1.80 -0.405
H 1.441 -0.563 -4.525 0.47 -0.48 0.11 0.243
H 1.399 -2.268 -3.933 0.57 0.59 -0.27 0.294
H 2.877 -1.629 -4.773 -0.49 0.21 0.57 0.305
S 1.097 0.110 1.918 0.95 -0.49 -1.80 -0.121
C -0.514 0.592 2.151 -2.33 0.26 0.57 0.331
N -1.366 -0.235 2.808 1.25 0.90 -0.29 -0.538
C -2.612 0.274 3.415 0.00 0.15 0.31 -0.230
C -3.249 1.292 2.483 -0.29 -0.26 -0.53 -0.435
C -2.250 2.389 2.134 -0.19 0.47 0.35 -0.228
N -0.956 1.805 1.717 0.65 -0.87 0.26 -0.568
H -0.934 -1.082 3.195 -0.36 0.53 -0.29 0.443
H -2.366 0.783 4.363 -0.05 -0.40 -0.18 0.222
H -3.247 -0.593 3.623 0.05 0.33 -0.09 0.252
H -4.161 1.710 2.933 0.44 0.04 0.01 0.272
H -3.590 0.801 1.569 0.06 -0.10 -0.03 0.220
H -2.093 3.015 3.032 0.11 -0.11 -0.48 0.230
H -2.601 3.038 1.314 0.07 -0.31 0.40 0.236
H -0.222 2.433 1.370 -0.52 -0.39 0.40 0.431
```
Positions in Å, forces in eV/Å.

***

What did we get for E? Answer: -397.974862 -555.873947 -7772.303640 -2059.103876 a.u., in the order shown.